Here is an isolated molecule of C5H4Cl2S in a non-equilibrium geometry from the OMol25 dataset. Energies are from ωB97M-V/def2-TZVPD.

## Properties
HOMO-LUMO gap: 8.90 eV
highest occupied orbital energy: -8.56 eV
LUMO level: 0.3 eV
SMILES: C=C1SC=CC1(Cl)Cl
energy above the lowest of the compared OMol25 structures with the same formula, charge and spin: 26.5 kJ/mol

Atoms and positions in Å:
C  0.793422  -0.266307  0.001501
C  0.090919  -1.580616  -0.005064
C  -1.238778  -1.501163  -0.001990
C  -0.275275  0.829697  -0.001046
C  -0.034687  2.140078  -0.001940
H  0.662108  -2.500240  0.004214
H  -1.906010  -2.344672  -0.007793
H  -0.851438  2.855371  0.028658
H  0.972641  2.486737  -0.002805
S  -1.900052  0.122349  -0.007922
Cl  1.840484  -0.122650  1.450873
Cl  1.846664  -0.118581  -1.456690

Cartesian forces, eV/Å:
-0.2 0.2 -0.2
-0.2 -0.1 0.1
0.5 0.2 -0.1
0.1 0.3 0.0
-0.8 -0.8 0.1
-0.1 0.1 0.0
-0.1 -0.1 0.0
0.2 -0.1 -0.1
0.5 0.3 0.0
0.1 -0.1 0.0
0.0 0.0 0.0
-0.1 0.0 0.1